(1)
ORCA calculation (wB97M-V/def2-TZVPD) on a molecular structure, C6H11NO at a distorted geometry.

frontier orbital gap: 8.9890 eV
E: -9929.7782 eV
relative energy (zero: lowest compared OMol25 entry of this formula, charge and spin): 837.1 kJ/mol
2S+1: 1

Each line ends with the natural charge from an NBO analysis.
Geometry (Å):
C: -1.927 0.344 -0.146  -0.630
C: -0.435 0.508 0.387  -0.129
C: -0.014 -0.627 1.370  -0.295
C: 0.472 -1.007 -1.103  -0.225
C: 0.721 0.494 -0.554  0.133
C: 0.199 1.826 0.003  -0.403
H: -2.056 -0.760 -0.721  0.238
H: -2.719 0.265 0.756  0.240
H: -2.150 1.277 -0.957  0.208
H: -0.617 -0.982 2.233  0.226
H: 1.332 -0.256 1.411  0.287
H: 0.690 -2.314 0.457  0.356
H: -0.222 -1.014 -2.025  0.202
H: 1.266 -1.710 -1.336  0.216
H: 2.615 0.664 -0.515  0.497
H: -0.361 2.566 -0.580  0.241
H: 1.147 1.994 0.895  0.289
N: 0.021 -1.648 0.155  -0.663
O: 2.038 0.379 0.269  -0.790

Cartesian forces, eV/Å:
-0.64 -1.05 -1.86
-2.39 0.57 1.93
3.32 1.47 -3.08
-0.73 0.63 -0.20
1.37 -1.91 0.24
2.32 -0.45 2.65
0.28 3.23 1.45
1.98 0.71 -2.08
0.18 -2.75 2.38
0.46 0.45 -0.82
-4.38 -1.82 1.72
0.59 -0.85 -0.16
0.48 0.05 1.84
1.01 1.01 -0.87
-0.41 -0.60 1.82
0.34 -0.11 0.63
-3.17 0.78 -3.20
-1.11 0.27 1.63
0.50 0.39 -4.02


(2)
ORCA calculation (wB97M-V/def2-TZVPD) on 2 unconnected molecules or ions with the total composition C7H14O at a distorted geometry.

frontier orbital gap: 8.8130 eV
SMILES string: C=C/C=C(/C)CC.O
E: -9531.8193 eV
relative energy (zero: lowest compared OMol25 entry of this formula, charge and spin): 187.9 kJ/mol
2S+1: 1

Each line ends with the natural charge from an NBO analysis.
Geometry (Å):
C: 1.558 2.797 0.043  -0.394
C: 0.764 1.742 -0.115  -0.205
C: 1.152 0.336 -0.247  -0.291
C: 0.344 -0.710 -0.029  0.103
C: 0.777 -2.127 -0.409  -0.657
C: -0.994 -0.722 0.754  -0.441
C: -0.786 -0.024 2.149  -0.596
H: 1.131 3.715 0.450  0.192
H: 2.628 2.890 -0.085  0.193
H: -0.294 1.918 0.042  0.190
H: 2.189 0.192 -0.556  0.203
H: 1.223 -2.041 -1.415  0.225
H: -0.045 -2.815 -0.438  0.213
H: 1.651 -2.419 0.171  0.223
H: -1.333 -1.750 0.822  0.207
H: -1.687 -0.066 0.232  0.209
H: -0.250 0.888 1.955  0.214
H: -0.114 -0.669 2.715  0.202
H: -1.730 0.142 2.671  0.205
O: -1.675 -0.567 -2.919  -0.929
H: -1.979 0.329 -2.759  0.466
H: -2.532 -1.039 -3.032  0.466

Cartesian forces, eV/Å:
-0.11 0.94 0.38
0.00 -0.48 1.00
-0.16 0.49 -0.58
-0.44 -1.31 0.71
1.49 1.75 -1.01
1.18 2.05 0.00
0.14 -1.44 -0.96
-0.14 -0.05 -0.59
0.13 -0.70 -0.02
-0.09 0.00 0.04
-0.24 -0.30 -0.28
-0.44 -0.30 0.10
-0.10 -0.46 0.22
-0.34 -0.53 0.53
-0.35 0.16 0.06
-0.50 -0.42 -0.29
-0.07 0.49 0.26
-0.14 0.11 0.40
0.16 0.00 0.03
-1.22 -0.61 -0.12
0.22 0.33 0.06
1.01 0.26 0.07


(3)
ORCA calculation (wB97M-V/def2-TZVPD) on 2 unconnected molecules or ions with the total composition CH2N2OS at a distorted geometry.

frontier orbital gap: 8.5568 eV
SMILES string: N#[N+][O-].C=S
E: -16929.3515 eV
relative energy (zero: lowest compared OMol25 entry of this formula, charge and spin): 93.1 kJ/mol
2S+1: 1

Each line ends with the natural charge from an NBO analysis.
Geometry (Å):
N: 1.219 -1.922 -1.188  -0.095
N: 1.346 -2.169 -0.118  0.436
O: 1.453 -2.471 0.987  -0.342
C: -1.123 1.655 0.073  -0.461
S: 0.474 1.499 0.130  0.083
H: -1.626 2.513 0.497  0.190
H: -1.742 0.895 -0.381  0.189

Cartesian forces, eV/Å:
-0.08 0.48 -1.46
-0.28 0.10 -1.44
0.36 -0.58 2.87
0.56 -0.09 0.07
-0.25 0.07 0.03
-0.11 0.13 0.01
-0.19 -0.10 -0.08


(4)
ORCA calculation (wB97M-V/def2-TZVPD) on a molecular structure, C31H21Cl2FLaN10O6S.

frontier orbital gap: 6.3170 eV
E: -99141.8603 eV
charge: -1
relative energy (zero: lowest compared OMol25 entry of this formula, charge and spin): 10.8 kJ/mol
2S+1: 1

Each line ends with the Löwdin charge.
Geometry (Å):
La: 0.163 0.257 -0.143  1.924
Cl: -0.843 0.503 -7.199  0.622
C: -0.247 0.965 -5.630  -0.686
C: -0.063 -0.021 -4.673  -0.047
C: 0.399 0.292 -3.401  -0.222
N: 0.513 -0.681 -2.384  -0.067
C: 0.914 -1.920 -2.689  -0.493
O: 1.214 -2.391 -3.788  0.016
C: 1.028 -2.857 -1.493  -0.215
C: 1.850 -3.969 -1.627  -0.002
C: 1.959 -4.839 -0.562  -0.059
C: 1.227 -4.584 0.591  -0.062
C: 0.445 -3.443 0.637  -0.155
N: 0.350 -2.583 -0.378  0.028
C: 0.689 1.648 -3.080  -0.211
C: 0.509 2.619 -4.064  -0.045
C: 0.041 2.279 -5.325  -0.687
Cl: -0.173 3.546 -6.500  0.624
N: 1.079 1.926 -1.754  -0.039
C: 1.540 3.130 -1.394  -0.477
O: 1.764 4.130 -2.084  0.007
C: 1.833 3.280 0.099  -0.183
C: 2.428 4.455 0.542  0.004
C: 2.700 4.596 1.889  -0.059
C: 2.371 3.566 2.756  -0.057
C: 1.775 2.432 2.234  -0.136
N: 1.511 2.295 0.935  -0.018
H: -0.274 -1.046 -4.927  0.103
H: 2.370 -4.110 -2.563  0.116
H: 2.600 -5.710 -0.623  0.104
H: 1.268 -5.241 1.449  0.099
H: -0.118 -3.197 1.528  0.092
H: 0.738 3.646 -3.842  0.090
H: 2.653 5.217 -0.189  0.113
H: 3.163 5.502 2.260  0.103
H: 2.570 3.630 3.818  0.100
H: 1.504 1.600 2.873  0.092
N: 3.646 -1.191 3.288  0.046
C: 2.562 -0.979 2.488  -0.921
S: 2.889 -0.707 0.829  0.524
N: 1.413 -1.036 3.156  -0.046
N: 0.311 -0.827 2.398  -0.123
C: -0.806 -1.018 3.002  -0.124
C: -2.104 -0.905 2.330  -0.268
C: -3.267 -1.038 3.088  -0.022
C: -4.493 -0.960 2.453  -0.056
C: -4.527 -0.762 1.082  -0.053
C: -3.325 -0.629 0.404  -0.125
N: -2.141 -0.692 1.008  0.029
H: 4.530 -1.367 2.849  0.066
H: 3.464 -1.549 4.211  0.083
H: -0.794 -1.329 4.047  0.117
H: -3.198 -1.190 4.156  0.110
H: -5.410 -1.050 3.020  0.109
H: -5.461 -0.695 0.542  0.106
H: -3.294 -0.441 -0.662  0.109
F: -6.487 2.199 0.727  0.074
C: -5.623 3.198 0.485  -0.180
C: -4.501 2.995 -0.212  0.059
N: -3.605 4.002 -0.471  0.022
C: -2.377 3.687 -1.217  -0.006
C: -1.811 2.369 -0.679  -0.715
O: -1.320 2.372 0.474  -0.100
O: -1.897 1.344 -1.400  -0.122
C: -3.835 5.293 -0.055  -0.462
O: -3.106 6.230 -0.294  0.089
N: -5.001 5.456 0.686  0.213
C: -5.954 4.510 1.026  -0.411
O: -6.936 4.786 1.681  0.084
H: -4.247 2.019 -0.605  0.141
H: -1.674 4.493 -1.026  0.134
H: -2.594 3.621 -2.282  0.141
H: -5.167 6.398 1.008  0.165

Cartesian forces, eV/Å:
-0.13 -0.29 0.53
0.00 0.00 0.00
-0.02 -0.09 -0.02
0.04 0.07 -0.03
0.01 0.09 -0.04
0.18 0.14 -0.18
-0.05 -0.11 -0.10
0.05 0.00 0.03
0.01 0.21 -0.26
-0.09 -0.08 0.11
0.00 -0.03 0.07
-0.07 0.09 0.01
0.05 -0.12 -0.04
0.05 0.15 -0.01
0.03 -0.07 0.05
-0.03 -0.05 -0.07
0.02 0.07 0.02
0.00 0.01 -0.01
0.04 0.10 -0.15
0.04 0.13 0.02
0.00 -0.03 -0.02
0.02 -0.02 -0.14
-0.01 -0.05 0.03
0.02 0.06 -0.04
-0.04 -0.09 0.04
0.03 0.11 -0.04
0.02 -0.05 0.00
-0.01 -0.01 0.02
-0.02 0.00 0.00
0.00 0.00 0.00
0.02 -0.01 0.00
-0.01 -0.01 0.01
0.00 0.00 0.00
0.00 0.00 0.00
0.01 -0.01 0.02
0.00 0.01 0.00
0.01 0.00 0.02
-0.14 0.05 0.11
0.16 -0.16 -0.05
-0.04 -0.03 0.05
-0.06 0.03 -0.10
-0.12 0.08 0.07
0.14 -0.04 0.04
0.04 0.01 0.15
-0.03 0.00 -0.11
0.02 0.00 0.00
0.01 0.01 -0.07
-0.05 -0.01 0.03
0.05 0.04 0.12
0.00 0.01 -0.03
0.05 -0.01 -0.01
-0.04 0.06 0.00
0.02 -0.01 0.01
-0.01 0.00 0.00
-0.02 0.00 0.01
-0.02 -0.01 0.00
0.01 -0.03 -0.01
0.07 0.11 0.04
-0.18 -0.03 0.07
0.05 -0.01 -0.06
-0.02 0.03 0.12
-0.16 0.02 0.01
0.07 0.00 0.05
-0.03 -0.09 -0.14
0.00 0.12 0.08
0.02 -0.04 -0.01
0.08 -0.03 -0.04
-0.12 -0.16 -0.07
0.04 0.03 0.02
0.00 0.00 0.00
0.01 -0.02 -0.06
0.05 -0.06 0.01
0.00 0.00 0.00


(5)
ORCA calculation (wB97M-V/def2-TZVPD) on 2 unconnected molecules or ions with the total composition C10H17N2 at a distorted geometry.

frontier orbital gap: 7.5998 eV
E: -13617.1767 eV
charge: +1
relative energy (zero: lowest compared OMol25 entry of this formula, charge and spin): 122.1 kJ/mol
2S+1: 1

Each line ends with the natural charge from an NBO analysis.
Geometry (Å):
C: 3.192 1.187 0.022  -0.119
C: 2.212 0.989 -0.876  -0.259
C: 3.365 0.337 1.100  -0.261
C: 1.296 -0.101 -0.724  0.135
C: 2.647 -0.851 1.103  0.078
C: -1.265 2.516 -0.138  -0.668
C: -0.486 0.224 0.535  -0.615
C: -2.937 -0.946 -0.916  -0.425
C: 1.119 -2.400 0.118  -0.431
C: -1.398 1.005 -0.046  0.315
N: 1.719 -1.093 0.127  -0.341
N: -2.482 0.465 -0.685  -0.575
H: 3.867 1.951 -0.080  0.236
H: 1.962 1.642 -1.773  0.252
H: 4.119 0.541 1.795  0.248
H: 0.627 -0.416 -1.584  0.257
H: 2.724 -1.582 1.984  0.251
H: -0.190 2.547 0.053  0.233
H: -1.686 2.937 0.786  0.255
H: -1.689 3.037 -1.058  0.243
H: 1.654 -3.129 -0.493  0.238
H: 0.258 0.728 1.225  0.224
H: -0.726 -0.746 0.821  0.214
H: -3.691 -1.339 -0.116  0.220
H: -3.594 -0.905 -1.813  0.233
H: -2.051 -1.657 -0.956  0.199
H: 0.973 -2.889 1.125  0.239
H: 0.185 -2.440 -0.355  0.222
H: -3.051 1.180 -1.211  0.401

Cartesian forces, eV/Å:
-0.60 -0.71 0.07
-2.73 0.34 -2.20
-1.27 -1.98 -0.50
0.68 -1.24 -1.04
0.16 0.47 1.40
0.17 -0.76 0.44
2.17 2.09 2.27
-0.58 0.07 1.34
0.21 -2.16 0.78
-2.83 0.09 -1.91
0.69 -0.15 0.58
-1.26 1.11 -1.17
1.37 1.94 -0.38
0.82 -0.67 1.45
0.77 0.05 1.10
1.07 0.40 1.33
-0.06 0.92 -1.87
0.12 1.20 -0.72
-0.23 0.04 -0.39
0.87 -0.87 1.21
0.69 0.28 0.16
-1.02 -0.53 -0.81
-0.40 -1.64 0.19
1.65 0.84 -0.91
1.05 -0.34 0.25
-1.24 0.89 -0.31
0.41 1.01 -0.84
-1.57 0.69 -0.52
0.90 -1.38 0.97


(6)
ORCA calculation (wB97M-V/def2-TZVPD) on C5H7IO in the gas phase at a distorted geometry.

frontier orbital gap (alpha / beta): 6.4902 / 5.6189 eV
E: -15440.2500 eV
relative energy (zero: lowest compared OMol25 entry of this formula, charge and spin): 96.4 kJ/mol
2S+1: 3

Each line ends with the natural charge from an NBO analysis.
Geometry (Å):
C: 0.575 -2.778 -0.195  -0.431
C: -1.536 2.494 -0.283  -0.496
C: 0.023 -1.553 -0.188  -0.240
C: -0.438 1.959 0.164  0.157
C: 0.566 -0.233 0.429  -0.096
O: 0.017 0.795 -0.324  -0.541
I: 2.864 -0.189 0.202  0.245
H: 0.080 -3.658 -0.798  0.214
H: 1.586 -3.039 0.254  0.204
H: -1.768 3.458 0.042  0.217
H: -1.885 1.910 -1.118  0.218
H: -0.866 -1.369 -0.694  0.210
H: 0.167 2.302 1.047  0.160
H: 0.615 -0.099 1.463  0.179

Cartesian forces, eV/Å:
0.63 -1.82 -0.82
0.62 -0.77 -1.05
2.39 1.19 1.98
1.91 -0.45 3.12
-3.95 -1.97 -1.87
0.05 -0.73 -1.09
3.47 -0.09 -0.70
0.92 1.96 1.37
-1.55 0.49 -0.41
-0.94 1.17 0.15
-1.03 0.53 -0.28
-1.41 0.21 -1.06
-0.63 0.10 -0.88
-0.46 0.18 1.55


- What is the relative energy (zero: lowest compared OMol25 entry of this formula, charge and spin) in the first record?
  837.1 kJ/mol